Entry a
Molecular formula: C3H6N4O
Method: DFT, ωB97M-V with the def2-TZVPD basis set

Last column: Löwdin charge in e.
Geometry (Å):
C (3.268, -0.164, -0.049)  -0.013
N (2.007, 0.101, 0.069)  -0.115
N (1.138, -0.915, 0.201)  -0.014
C (-0.094, -0.774, -0.086)  -0.227
N (-0.883, 0.267, -0.186)  -0.088
N (-0.211, 1.532, 0.000)  0.060
C (-2.352, 0.272, 0.028)  -0.177
O (-3.111, -0.704, 0.003)  0.046
H (3.945, -0.901, -0.364)  0.047
H (3.831, 0.796, 0.003)  0.064
H (-0.534, -1.868, -0.110)  0.166
H (0.411, 1.793, -0.694)  0.044
H (0.464, 1.673, 0.770)  0.098
H (-2.512, 1.246, 0.424)  0.110

## Properties
net charge	0
SMILES	C=N/N=C\N(N)C=O
lowest unoccupied orbital energy	0.006	Eh
frontier orbital gap	8.69	eV

---

Entry b
Molecular formula: C3H6N4O
Method: DFT, ωB97M-V with the def2-TZVPD basis set

Last column: Löwdin charge in e.
Geometry (Å):
C (-1.336, -0.584, 1.043)  -0.030
N (-0.050, -0.614, 0.380)  -0.184
C (0.808, 0.609, 0.213)  -0.137
N (1.131, 0.855, -1.159)  0.018
C (0.347, 1.611, -1.910)  -0.342
N (-0.341, 2.300, -2.516)  0.140
N (0.636, -1.697, 0.133)  -0.082
O (0.148, -2.780, 0.456)  -0.058
H (-1.751, -1.593, 0.979)  0.081
H (-1.220, -0.305, 2.094)  0.093
H (-1.982, 0.135, 0.524)  0.096
H (0.234, 1.449, 0.608)  0.135
H (1.734, 0.494, 0.782)  0.127
H (1.643, 0.119, -1.628)  0.141

## Properties
net charge	0
SMILES	CN(CNC#N)N=O
lowest unoccupied orbital energy	0.019	Eh
frontier orbital gap	10.20	eV

---

Energy above the most stable structure, in kJ/mol: entry a 142.5; entry b 0.0

---

Entry a
Molecular formula: C3H6N4O
Method: DFT, ωB97M-V with the def2-TZVPD basis set

Last column: Löwdin charge in e.
Geometry (Å):
C (0.862, 0.744, -0.895)  -0.165
C (-1.392, 0.448, -1.258)  -0.553
C (-0.099, -1.176, 1.427)  -0.175
N (-0.086, 0.780, -1.667)  0.189
N (-1.473, 0.188, 0.091)  -0.019
N (-0.414, 0.148, 0.944)  -0.105
N (2.115, 0.986, -0.668)  0.163
O (-2.342, 0.447, -1.996)  0.063
H (-0.281, -1.970, 0.690)  0.073
H (0.954, -1.198, 1.711)  0.059
H (-0.694, -1.389, 2.324)  0.070
H (-2.293, -0.369, 0.320)  0.155
H (2.649, 1.604, -1.265)  0.128
H (2.492, 0.758, 0.240)  0.118

## Properties
net charge	0
lowest unoccupied orbital energy (alpha / beta)	-0.001 / -0.001	Eh
frontier orbital gap (alpha / beta)	7.71 / 7.73	eV

---

Entry b
Molecular formula: C3H6N4O
Method: DFT, ωB97M-V with the def2-TZVPD basis set

Last column: Löwdin charge in e.
Geometry (Å):
N (-0.830, 1.620, -0.259)  0.033
C (-0.712, 0.292, 0.322)  -0.300
C (-1.552, -0.936, -0.100)  -0.124
N (-0.826, -1.976, -0.189)  0.014
N (0.573, -1.691, -0.130)  0.081
C (0.583, -0.419, 0.040)  -0.369
N (1.663, 0.405, -0.139)  0.015
O (2.892, -0.310, -0.077)  -0.021
H (-1.819, 1.977, 0.006)  0.121
H (-0.617, 1.744, -1.254)  0.088
H (-0.949, 0.335, 1.356)  0.140
H (-2.673, -1.043, -0.113)  0.122
H (1.711, 1.198, 0.510)  0.149
H (2.556, -1.196, 0.025)  0.050

## Properties
net charge	0
SMILES	N[C@H]1C=NN=C1NO
lowest unoccupied orbital energy	0.014	Eh
frontier orbital gap	9.51	eV

---

Energy above the most stable structure, in kJ/mol: entry a 0.0; entry b 35.0

---

Entry a
Molecular formula: C3H6N4O
Method: DFT, ωB97M-V with the def2-TZVPD basis set

Last column: Löwdin charge in e.
Geometry (Å):
H (-1.295, 1.545, 0.473)  0.067
N (-1.991, 1.394, -0.372)  0.068
C (-1.925, 0.189, -0.885)  -0.317
N (-1.080, -0.847, -0.903)  0.090
C (0.096, -1.042, -0.192)  -0.329
O (0.380, -2.347, 0.040)  -0.062
C (1.169, -0.215, 0.193)  -0.161
N (1.046, 0.951, 0.590)  -0.041
N (1.931, 1.683, 1.300)  -0.028
H (-2.654, -0.224, -1.540)  0.101
H (-1.375, -1.677, -1.380)  0.143
H (2.117, -0.938, -0.079)  0.186
H (1.698, 2.632, 1.585)  0.075
H (3.089, 1.580, 1.612)  0.205

## Properties
net charge	0
SMILES	[H]/N=C\NC(=O)/C=N/N
lowest unoccupied orbital energy	-0.004	Eh
frontier orbital gap	9.18	eV

---

Entry b
Molecular formula: C3H6N4O
Method: DFT, ωB97M-V with the def2-TZVPD basis set

Last column: Löwdin charge in e.
Geometry (Å):
N (-1.154, -1.645, 0.257)  0.053
N (-0.590, -0.305, 0.149)  -0.128
N (-0.824, 0.513, 1.260)  -0.003
C (0.023, 1.572, 1.244)  -0.161
C (0.900, 1.510, 0.228)  -0.035
C (0.572, 0.255, -0.505)  -0.316
N (1.300, -0.202, -1.450)  0.015
O (0.763, -1.476, -1.832)  -0.123
H (-0.400, -2.334, 0.560)  0.108
H (-1.647, -1.839, -0.688)  0.119
H (-1.746, 0.759, 1.526)  0.126
H (-0.048, 2.529, 1.874)  0.146
H (1.696, 2.305, 0.073)  0.124
H (1.156, -1.641, -2.696)  0.075

## Properties
net charge	0
SMILES	Nn1[nH]cc/c1=N/O
lowest unoccupied orbital energy	0.034	Eh
frontier orbital gap	8.30	eV

---

Entry c
Molecular formula: C3H6N4O
Method: DFT, ωB97M-V with the def2-TZVPD basis set

Last column: Löwdin charge in e.
Geometry (Å):
C (-2.299, 0.436, -0.105)  -0.155
C (-0.128, -0.215, -0.045)  -0.558
C (2.416, 0.443, -0.001)  -0.184
H (-3.315, -0.110, -0.093)  0.085
H (-2.259, 1.086, 1.075)  0.173
H (-2.165, 1.209, -1.002)  0.115
H (-1.461, -1.671, -0.169)  0.226
H (3.470, 0.411, 0.320)  0.110
H (2.664, -1.576, -0.200)  0.170
N (-1.355, -0.591, 0.146)  -0.042
N (0.209, 1.077, -0.141)  0.062
N (1.577, 1.420, 0.226)  0.040
N (1.877, -0.844, -0.410)  -0.023
O (0.769, -1.076, 0.400)  -0.019

## Properties
net charge	0
lowest unoccupied orbital energy	0.024	Eh
frontier orbital gap	9.29	eV

---

Entry d
Molecular formula: C3H6N4O
Method: DFT, ωB97M-V with the def2-TZVPD basis set

Last column: Löwdin charge in e.
Geometry (Å):
C (1.543, 0.412, -2.330)  0.107
C (-1.331, 1.718, 0.038)  -0.389
C (-1.847, -0.478, 1.324)  -0.071
N (1.454, 0.630, -1.164)  -0.106
N (-1.525, 0.634, 0.487)  0.082
N (1.731, 0.546, 0.026)  -0.108
N (1.748, 1.673, 0.680)  -0.042
O (-0.969, 2.688, -0.483)  0.115
H (0.806, 0.425, -3.039)  0.015
H (-2.915, -0.729, 1.078)  0.103
H (-1.279, -1.340, 1.171)  0.057
H (-1.711, -0.156, 2.347)  0.084
H (0.828, 2.197, 0.817)  0.082
H (2.302, 2.330, 0.149)  0.072

## Properties
net charge	0
lowest unoccupied orbital energy	0.020	Eh
frontier orbital gap	9.08	eV

---

Energy above the most stable structure, in kJ/mol: entry a 0.0; entry b 21.8; entry c 105.7; entry d 88.0

---

Entry a
Molecular formula: C3H6N4O
Method: DFT, ωB97M-V with the def2-TZVPD basis set

Last column: Löwdin charge in e.
Geometry (Å):
C (0.348, 0.015, 0.424)  -0.381
C (1.218, -0.175, -0.835)  -0.148
C (-1.146, -1.008, -0.911)  -0.218
H (0.119, 1.045, 3.384)  0.120
H (-0.992, 0.205, 2.486)  0.042
H (1.275, -1.485, -1.099)  0.203
H (2.280, 0.314, -0.867)  0.131
H (-0.024, 1.680, -1.830)  0.269
H (-2.091, -1.606, -1.059)  0.144
N (-0.388, 0.989, 2.433)  0.005
N (0.564, 0.790, 1.426)  -0.003
N (0.410, 0.377, -2.027)  -0.101
N (-0.783, -0.358, -1.942)  -0.065
O (-0.789, -0.782, 0.417)  0.002

## Properties
net charge	0
lowest unoccupied orbital energy	0.022	Eh
frontier orbital gap	9.14	eV

---

Entry b
Molecular formula: C3H6N4O
Method: DFT, ωB97M-V with the def2-TZVPD basis set

Last column: Löwdin charge in e.
Geometry (Å):
C (-0.880, 0.266, 0.179)  -0.420
C (0.063, 1.401, 0.262)  -0.026
C (1.263, 1.043, -0.330)  -0.154
H (-3.767, -0.848, 0.495)  0.104
H (-2.267, -1.630, -0.601)  0.199
H (-0.166, 2.614, 0.043)  0.167
H (2.110, 1.865, -0.567)  0.168
H (2.791, -1.769, -0.356)  0.202
H (2.503, -0.584, 1.209)  0.058
N (-2.947, -0.634, -0.184)  -0.086
N (-2.128, 0.420, 0.082)  -0.049
N (1.290, -0.311, -0.540)  -0.141
N (2.195, -0.994, 0.358)  0.017
O (-0.062, -0.838, -0.050)  -0.039

## Properties
net charge	0
lowest unoccupied orbital energy	0.024	Eh
frontier orbital gap	8.41	eV

---

Entry c
Molecular formula: C3H6N4O
Method: DFT, ωB97M-V with the def2-TZVPD basis set

Last column: Löwdin charge in e.
Geometry (Å):
H (-1.784, 0.050, 1.223)  0.024
N (-1.316, -0.827, 1.401)  0.157
C (-0.330, -1.111, 0.662)  -0.479
N (0.423, -2.259, 0.790)  0.146
C (1.353, -2.192, -0.087)  -0.166
O (1.394, -1.098, -0.859)  0.038
N (0.240, -0.353, -0.415)  -0.064
N (0.504, 1.028, -0.330)  -0.045
C (-0.672, 1.906, -0.618)  -0.085
H (2.099, -2.926, -0.225)  0.126
H (0.926, 1.211, 0.581)  0.121
H (-0.310, 2.998, -0.496)  0.110
H (-1.009, 1.801, -1.651)  0.076
H (-1.518, 1.771, 0.025)  0.039

## Properties
net charge	0
SMILES	[H]/N=c1/ncon1NC
lowest unoccupied orbital energy	0.029	Eh
frontier orbital gap	10.03	eV

---

Entry d
Molecular formula: C3H6N4O
Method: DFT, ωB97M-V with the def2-TZVPD basis set

Last column: Löwdin charge in e.
Geometry (Å):
H (-2.740, -1.161, -0.427)  0.098
N (-1.688, -0.781, -0.641)  -0.019
C (-1.826, 0.441, -0.021)  -0.251
N (-0.644, 1.148, 0.213)  0.003
C (0.743, 0.939, -0.195)  -0.218
N (1.687, 1.938, -0.046)  0.103
H (2.604, 1.421, -0.091)  0.049
C (1.467, -0.572, -0.126)  -0.398
N (0.637, -1.610, 0.580)  0.056
O (2.638, -0.650, -0.393)  0.046
H (-2.967, 0.810, 0.314)  0.174
H (-0.611, 2.277, 0.372)  0.198
H (1.056, -2.623, 0.329)  0.140
H (-0.354, -1.579, 0.132)  0.020

## Properties
net charge	0
SMILES	[H]/N=C/N/C(=N/[H])C(N)=O
lowest unoccupied orbital energy	-0.008	Eh
frontier orbital gap	9.47	eV

---

Energy above the most stable structure, in kJ/mol: entry a 234.3; entry b 428.7; entry c 12.1; entry d 0.0

---

Entry a
Molecular formula: C2H7NO2
Method: DFT, ωB97M-V with the def2-TZVPD basis set

Last column: Löwdin charge in e.
Geometry (Å):
N (-1.712, 0.626, -1.080)  0.125
C (-2.035, 0.056, 0.094)  -0.428
O (-1.499, -0.921, 0.552)  0.004
H (-2.162, 1.463, -1.408)  0.095
H (-0.914, 0.270, -1.585)  0.103
H (-2.882, 0.563, 0.594)  0.128
C (1.661, -0.622, 0.380)  -0.199
O (1.932, 0.531, 1.115)  -0.123
H (2.375, -1.435, 0.557)  0.070
H (0.681, -0.982, 0.674)  0.045
H (1.744, -0.401, -0.758)  0.099
H (2.811, 0.852, 0.864)  0.081

## Properties
net charge	0
SMILES	NC=O.CO
lowest unoccupied orbital energy	0.033	Eh
frontier orbital gap	10.90	eV

---

Entry b
Molecular formula: C2H7NO2
Method: DFT, ωB97M-V with the def2-TZVPD basis set

Last column: Löwdin charge in e.
Geometry (Å):
C (-0.812, 0.131, -0.449)  -0.279
C (2.039, -0.230, -0.103)  -0.176
N (-2.274, 0.050, 0.400)  0.074
O (-0.396, 0.539, 0.755)  -0.047
O (1.077, 0.758, -0.326)  -0.183
H (-2.319, -0.650, 1.132)  0.061
H (-2.654, 0.941, 0.703)  0.063
H (-0.632, -0.905, -0.738)  0.120
H (-1.007, 0.869, -1.225)  0.120
H (1.654, -1.140, 0.384)  0.085
H (2.838, 0.178, 0.525)  0.076
H (2.487, -0.541, -1.058)  0.086

## Properties
net charge	0
lowest unoccupied orbital energy (alpha / beta)	-0.004 / -0.005	Eh
frontier orbital gap (alpha / beta)	8.84 / 9.06	eV

---

Energy above the most stable structure, in kJ/mol: entry a 0.0; entry b 547.6

---

Entry a
Molecular formula: CH2N2O2S
Method: DFT, ωB97M-V with the def2-TZVPD basis set

Last column: Löwdin charge in e.
Geometry (Å):
C (0.463, -0.561, 0.348)  -0.913
N (0.306, -0.934, -0.922)  0.050
N (-0.140, 0.520, 0.824)  0.123
O (-1.259, 0.772, -1.458)  -0.031
O (-0.464, -0.236, -1.769)  -0.096
S (1.621, -1.509, 1.171)  0.719
H (-0.834, 0.859, 0.260)  0.019
H (0.309, 1.089, 1.545)  0.129

## Properties
net charge	0
lowest unoccupied orbital energy (alpha / beta)	-0.067 / -0.101	Eh
frontier orbital gap (alpha / beta)	8.09 / 6.76	eV

---

Entry b
Molecular formula: CH2N2O2S
Method: DFT, ωB97M-V with the def2-TZVPD basis set

Last column: Löwdin charge in e.
Geometry (Å):
C (0.466, -1.758, -0.055)  -0.130
N (1.329, -2.140, 0.575)  0.046
N (0.576, 1.165, -0.091)  0.018
O (3.060, -0.150, -1.063)  -0.480
O (1.691, 1.071, 0.634)  -0.560
S (2.992, 0.351, 0.280)  0.919
H (-0.222, -1.234, -0.812)  0.102
H (-0.077, 1.724, 0.551)  0.085

## Properties
net charge	0
lowest unoccupied orbital energy (alpha / beta)	-0.028 / -0.025	Eh
frontier orbital gap (alpha / beta)	7.97 / 9.31	eV

---

Energy above the most stable structure, in kJ/mol: entry a 131.1; entry b 0.0